No. 1
{"formula": "C45H59N9O4SSc", "method": "the ωB97M-V functional and the def2-TZVPD basis", "homo_ev": -9.92, "e_above_lowest_ev": 1.763, "total_charge": 1, "multiplicity": 1, "max_force_ev_per_a": 0.72, "gap_ev": 7.42, "lumo_ev": -2.50, "elements": ["Sc", "O", "C", "C", "C", "C", "C", "C", "C", "C", "N", "H", "H", "H", "H", "H", "H", "H", "H", "H", "H", "H", "O", "N", "C", "C", "C", "C", "C", "S", "H", "H", "H", "H", "C", "C", "C", "C", "C", "C", "C", "C", "C", "C", "C", "C", "N", "C", "C", "C", "C", "C", "C", "C", "N", "C", "C", "C", "C", "C", "C", "C", "C", "C", "C", "C", "C", "H", "H", "H", "H", "H", "H", "H", "H", "H", "H", "H", "H", "H", "H", "H", "H", "H", "H", "H", "H", "H", "H", "H", "H", "H", "H", "H", "H", "H", "H", "H", "H", "H", "H", "H", "H", "H", "H", "H", "N", "N", "C", "N", "N", "N", "O", "O", "H", "H", "H", "H", "H"], "positions_angstrom": [[-0.0917, -0.4521, -0.0407], [0.8406, 0.3514, 2.2901], [0.3385, 0.7118, 3.5892], [0.2674, -0.4954, 4.5115], [-0.3681, -1.6985, 3.7943], [-1.7035, -1.2924, 3.2487], [-2.8227, -1.4258, 4.0607], [-4.0214, -0.8404, 3.6920], [-4.0613, -0.1244, 2.5106], [-2.9250, -0.0866, 1.7261], [-1.7590, -0.6645, 2.0578], [1.7177, -0.0319, 2.4208], [-0.6561, 1.1223, 3.4264], [0.9699, 1.4974, 4.0099], [-0.3284, -0.2216, 5.3853], [1.2659, -0.7619, 4.8703], [-0.4784, -2.5276, 4.4918], [0.2800, -2.0272, 2.9918], [-2.7307, -1.9701, 4.9916], [-4.8969, -0.9276, 4.3222], [-4.9516, 0.3838, 2.1712], [-2.9434, 0.4726, 0.7995], [1.0876, 0.8245, -1.2491], [1.0998, 0.7897, -2.5785], [2.2513, 1.0589, -3.2288], [2.2827, 1.0691, -4.5953], [1.1051, 0.7984, -5.2999], [-0.0557, 0.5351, -4.6145], [-0.0711, 0.5193, -3.2119], [-1.4490, 0.2102, -2.2515], [3.1060, 1.2503, -2.5953], [3.2148, 1.2750, -5.0996], [1.1112, 0.7895, -6.3813], [-0.9865, 0.3318, -5.1231], [4.5205, -3.6853, -1.7737], [3.7236, -2.4347, -2.1583], [3.7994, -2.1963, -3.6730], [4.2067, -1.2021, -1.4141], [5.4516, -0.6978, -1.7891], [5.9559, 0.4716, -1.2623], [5.1801, 1.1818, -0.3659], [3.9382, 0.7171, 0.0452], [3.1788, 1.5695, 1.0364], [3.8184, 1.4976, 2.4257], [3.0530, 3.0268, 0.5799], [3.4588, -0.5169, -0.4379], [2.2367, -1.0992, 0.0918], [2.4084, -2.2070, 0.7291], [1.3928, -3.1024, 1.2204], [1.8351, -3.9760, 2.2429], [1.0208, -4.9132, 2.8127], [-0.2887, -5.0370, 2.3256], [-0.7261, -4.2598, 1.2850], [0.0772, -3.2547, 0.6868], [-0.4020, -2.5332, -0.4005], [-1.2197, -3.3503, -1.2804], [-2.5938, -3.1503, -1.4839], [-3.3056, -4.0555, -2.2697], [-2.7125, -5.1701, -2.8231], [-1.3609, -5.3656, -2.6202], [-0.6012, -4.4647, -1.8859], [0.8877, -4.7388, -1.8036], [1.4950, -4.7911, -3.2077], [1.2051, -6.0275, -1.0393], [-3.4114, -2.0625, -0.8205], [-4.3226, -1.3214, -1.8063], [-4.2629, -2.6762, 0.2964], [4.1621, -4.5520, -2.3313], [4.4343, -3.9120, -0.7096], [5.5796, -3.5547, -2.0039], [2.6775, -2.5994, -1.9085], [4.8217, -2.0108, -4.0010], [3.1861, -1.3419, -3.9656], [3.4408, -3.0685, -4.2144], [6.0391, -1.2423, -2.5156], [6.9326, 0.8327, -1.5567], [5.5569, 2.1115, 0.0415], [2.1803, 1.1629, 1.0940], [4.8119, 1.9484, 2.4099], [3.9421, 0.4627, 2.7597], [3.2199, 2.0382, 3.1627], [4.0169, 3.5353, 0.5808], [2.4022, 3.5801, 1.2637], [2.6418, 3.0840, -0.4301], [3.4330, -2.5218, 0.9419], [2.8581, -3.8719, 2.5889], [1.3831, -5.5549, 3.6037], [-0.9597, -5.7695, 2.7570], [-1.7266, -4.3999, 0.9010], [-4.3654, -3.8986, -2.4180], [-3.2960, -5.8747, -3.4010], [-0.8812, -6.2431, -3.0351], [1.3533, -3.9145, -1.2675], [1.0446, -5.5848, -3.8032], [2.5640, -4.9968, -3.1515], [1.3416, -3.8467, -3.7343], [0.8207, -6.9033, -1.5658], [0.7700, -6.0166, -0.0394], [2.2859, -6.1474, -0.9379], [-2.7269, -1.3382, -0.3812], [-5.1639, -1.9477, -2.1034], [-3.7793, -1.0292, -2.7044], [-4.7347, -0.4250, -1.3373], [-4.8956, -3.4657, -0.1136], [-4.9129, -1.9247, 0.7389], [-3.6465, -3.1118, 1.0864], [-0.4317, 2.2061, 0.4835], [-0.9528, 3.1419, -0.4214], [-2.2714, 3.2294, -0.7017], [-2.6215, 4.1687, -1.5839], [-3.0474, 2.3784, -0.0488], [-4.3980, 2.3812, -0.2503], [-4.9671, 3.1863, -0.9884], [-4.9965, 1.5020, 0.3338], [-0.5838, 2.5127, 1.4421], [0.5644, 2.1870, 0.2983], [-0.3445, 3.8806, -0.7319], [-1.9438, 4.7434, -2.0507], [-3.6112, 4.2683, -1.7669]], "atomic_forces_ev_per_a": [[0.2, -0.1, -0.1], [-0.1, -0.3, 0.0], [-0.1, 0.0, 0.1], [0.0, -0.1, -0.1], [0.0, 0.1, 0.0], [0.0, -0.1, 0.1], [0.0, 0.0, 0.0], [0.1, 0.0, 0.0], [-0.1, -0.1, 0.1], [0.1, 0.0, -0.1], [-0.1, 0.0, -0.4], [0.0, 0.0, -0.1], [0.0, 0.0, -0.1], [0.0, 0.0, 0.0], [0.0, 0.0, 0.0], [0.0, 0.0, 0.0], [0.0, 0.0, 0.0], [0.0, -0.1, 0.0], [0.0, 0.0, 0.0], [0.0, 0.0, 0.0], [0.1, -0.1, 0.1], [0.0, -0.2, 0.1], [0.1, 0.0, 0.1], [-0.2, 0.1, -0.2], [0.1, 0.1, 0.0], [0.0, 0.0, 0.0], [0.0, 0.0, 0.0], [0.0, 0.0, 0.0], [0.1, 0.1, 0.1], [0.1, -0.4, 0.3], [0.0, 0.0, 0.0], [0.0, 0.0, 0.0], [0.0, 0.0, 0.0], [0.0, 0.0, 0.0], [0.0, 0.0, 0.0], [0.0, 0.0, -0.1], [-0.1, 0.0, 0.0], [-0.1, -0.1, 0.0], [0.0, 0.0, 0.0], [0.0, 0.0, 0.0], [0.0, 0.0, 0.0], [0.0, 0.0, 0.0], [0.1, 0.0, -0.2], [-0.1, 0.0, 0.0], [0.0, -0.1, 0.1], [0.2, 0.2, 0.0], [-0.4, -0.1, 0.1], [0.2, 0.0, -0.1], [-0.2, -0.1, 0.0], [0.1, 0.1, 0.0], [-0.1, -0.1, 0.0], [0.1, 0.0, 0.0], [-0.1, 0.1, 0.0], [0.1, -0.1, -0.1], [0.0, 0.7, 0.3], [0.1, -0.1, 0.0], [0.0, 0.1, 0.0], [0.0, 0.0, 0.0], [0.0, 0.0, 0.0], [0.0, 0.0, 0.0], [0.0, 0.0, -0.1], [0.1, -0.1, 0.0], [-0.1, 0.0, 0.0], [0.0, 0.0, 0.0], [-0.1, -0.1, -0.1], [0.1, 0.0, 0.0], [0.1, 0.0, 0.0], [0.2, 0.1, 0.1], [0.0, 0.0, 0.0], [0.0, 0.0, 0.0], [-0.1, 0.0, 0.0], [0.0, 0.0, 0.0], [0.1, -0.1, 0.0], [0.0, -0.1, 0.0], [0.0, 0.0, 0.0], [0.0, 0.0, 0.0], [0.0, 0.0, 0.0], [0.1, 0.2, -0.1], [0.0, 0.0, 0.0], [0.0, 0.0, 0.0], [0.0, 0.0, 0.0], [0.0, 0.0, 0.0], [0.0, 0.0, 0.0], [0.0, 0.0, 0.0], [0.0, 0.0, 0.0], [0.0, 0.0, 0.0], [0.0, 0.0, 0.0], [0.0, 0.0, 0.0], [0.0, 0.0, 0.0], [0.0, 0.0, 0.0], [0.0, 0.0, 0.0], [0.0, 0.0, -0.1], [0.0, 0.0, 0.0], [0.0, 0.0, 0.0], [-0.1, 0.0, -0.1], [0.0, 0.0, 0.0], [0.0, 0.0, 0.0], [0.0, 0.0, 0.0], [0.0, 0.0, 0.0], [0.0, 0.0, 0.0], [0.0, 0.0, 0.0], [-0.1, 0.0, 0.0], [0.0, 0.0, 0.0], [0.0, 0.0, 0.0], [-0.1, 0.0, 0.0], [0.0, 0.0, 0.0], [-0.1, -0.3, 0.2], [0.1, 0.0, -0.1], [-0.2, 0.0, -0.1], [-0.3, 0.0, 0.1], [0.2, 0.2, 0.1], [-0.1, 0.1, -0.6], [0.3, 0.1, 0.1], [-0.1, 0.1, 0.0], [0.0, 0.1, 0.0], [0.1, 0.0, 0.1], [0.0, 0.0, 0.1], [0.0, -0.1, 0.0], [0.0, 0.0, 0.0]]}

=====

No. 2
{"formula": "C5H10N2O", "method": "the ωB97M-V functional and the def2-TZVPD basis", "homo_ev": -7.81, "smiles": "C/C=C(N)/C(O)=N/C", "e_above_lowest_ev": 2.645, "multiplicity": 1, "max_force_ev_per_a": 2.73, "gap_ev": 8.48, "lumo_ev": 0.68, "elements": ["C", "C", "C", "N", "C", "O", "N", "C", "H", "H", "H", "H", "H", "H", "H", "H", "H", "H"], "positions_angstrom": [[-2.3316, -0.0987, 0.5887], [-1.1077, -0.8847, 0.2299], [-0.3381, -0.5651, -0.8619], [-0.7597, -0.1814, -2.1389], [0.9424, -0.0894, -0.3396], [1.8645, 0.2987, -1.2487], [1.0123, 0.1335, 0.9398], [2.3207, 0.4677, 1.4804], [-3.2514, -0.6520, 0.3929], [-2.2954, 0.1295, 1.6604], [-2.3585, 0.8604, 0.0610], [-0.7136, -1.4964, 1.0398], [-1.6778, -0.5638, -2.3530], [-0.7887, 0.8327, -2.2367], [1.5217, 0.0929, -2.1354], [2.5872, 1.4921, 1.1976], [2.2633, 0.4390, 2.5717], [3.1103, -0.2150, 1.1518]], "atomic_forces_ev_per_a": [[-0.7, -0.7, -0.4], [-0.6, 0.3, -0.6], [-0.2, -0.4, 2.7], [-0.5, 0.6, 0.0], [-0.1, 0.1, 0.6], [0.6, 0.0, -0.1], [0.9, -0.4, -1.5], [-0.1, 0.3, 0.1], [-0.3, 0.2, 0.1], [0.1, -0.2, -0.2], [-0.1, -0.2, -0.1], [0.3, 0.5, -0.4], [0.3, 0.1, 0.0], [0.0, 0.0, -0.2], [0.1, -0.1, 0.3], [0.2, -0.1, 0.0], [0.0, 0.0, -0.1], [0.0, 0.1, 0.0]]}

=====

No. 3
{"formula": "C27H23CoN3O7P2", "method": "the ωB97M-V functional and the def2-TZVPD basis", "homo_ev": [-1.89, -1.90], "total_charge": -2, "multiplicity": 4, "max_force_ev_per_a": 0.62, "gap_ev": [6.05, 6.03], "lumo_ev": [4.16, 4.13], "elements": ["Co", "O", "P", "O", "O", "O", "P", "O", "O", "O", "H", "H", "C", "C", "C", "C", "C", "C", "N", "C", "C", "C", "C", "C", "C", "H", "H", "H", "H", "H", "H", "H", "H", "H", "H", "N", "C", "C", "C", "C", "C", "C", "H", "H", "H", "H", "H", "H", "H", "N", "C", "C", "C", "C", "C", "C", "C", "C", "C", "H", "H", "H", "H"], "positions_angstrom": [[-0.6354, -1.1452, 0.8889], [-3.5113, 0.1799, 3.8845], [-2.4066, -0.9126, 3.4112], [-1.7820, -1.5377, 4.5933], [-1.5317, -0.1715, 2.4042], [-3.3488, -1.9256, 2.5819], [-2.8225, -3.1823, 1.6553], [-3.5429, -2.8508, 0.2456], [-3.3434, -4.4495, 2.1875], [-1.3292, -2.9573, 1.4803], [-3.6921, -0.0139, 4.8135], [-2.9653, -2.2995, -0.3098], [3.5303, 2.3220, -0.6018], [3.9769, 1.6896, 0.5564], [3.2790, 0.6287, 1.1137], [2.0853, 0.1379, 0.5317], [1.6465, 0.7989, -0.6348], [2.3504, 1.8615, -1.1789], [1.3522, -0.9020, 1.0678], [2.0007, -1.8119, 1.9189], [3.2393, -2.3876, 1.5894], [3.8391, -3.3295, 2.4116], [3.2160, -3.7430, 3.5865], [1.9888, -3.1840, 3.9196], [1.3925, -2.2269, 3.1092], [4.0738, 3.1569, -1.0281], [4.8824, 2.0379, 1.0448], [3.6458, 0.1678, 2.0221], [0.7258, 0.4683, -1.1030], [1.9573, 2.3494, -2.0659], [3.7184, -2.0873, 0.6644], [4.7917, -3.7615, 2.1214], [3.6797, -4.4868, 4.2247], [1.4771, -3.4914, 4.8251], [0.4352, -1.8051, 3.3992], [-2.5828, 2.0247, 0.7390], [-1.7413, 3.1083, 0.7923], [-0.4945, 3.0049, 1.4338], [0.3795, 4.0760, 1.4455], [0.0469, 5.2872, 0.8374], [-1.1889, 5.3985, 0.2143], [-2.0758, 4.3298, 0.1908], [-3.5198, 2.1455, 0.4090], [-2.3896, 1.2273, 1.3323], [-0.2254, 2.0630, 1.9039], [1.3503, 3.9527, 1.9122], [0.7435, 6.1173, 0.8382], [-1.4697, 6.3292, -0.2683], [-3.0356, 4.4295, -0.3080], [-1.0595, -0.9918, -9.0494], [-1.0869, -1.0092, -7.9001], [-1.1257, -1.0310, -6.4574], [-2.3309, -1.2267, -5.7882], [-2.3670, -1.2474, -4.4075], [-1.2009, -1.0728, -3.6525], [0.0089, -0.8778, -4.3393], [0.0457, -0.8539, -5.7195], [-1.2171, -1.0924, -2.2267], [-1.1905, -1.0207, -1.0101], [-3.2379, -1.3634, -6.3627], [-3.3018, -1.4053, -3.8876], [0.9124, -0.7397, -3.7598], [0.9812, -0.6978, -6.2418]], "atomic_forces_ev_per_a": [[0.4, -0.2, 0.5], [0.0, -0.1, 0.1], [0.0, -0.1, -0.1], [0.0, 0.0, 0.0], [-0.2, 0.0, -0.1], [0.1, 0.0, 0.0], [0.1, -0.1, 0.1], [0.1, 0.1, 0.0], [0.0, 0.1, 0.0], [-0.1, 0.1, -0.1], [0.0, 0.1, -0.1], [0.0, 0.0, 0.1], [0.0, -0.1, 0.1], [-0.1, 0.0, -0.1], [0.0, 0.0, 0.0], [0.1, -0.2, 0.0], [-0.1, 0.1, -0.1], [-0.1, 0.0, 0.1], [0.1, 0.0, 0.1], [0.0, 0.2, 0.0], [0.0, -0.1, 0.0], [-0.1, 0.0, 0.0], [0.0, 0.1, -0.1], [0.0, 0.0, 0.0], [-0.1, 0.0, 0.0], [0.0, 0.0, 0.0], [0.0, 0.0, 0.0], [0.0, 0.0, 0.0], [0.1, 0.0, 0.0], [0.0, 0.0, 0.0], [0.0, 0.0, 0.0], [0.0, 0.0, 0.0], [0.0, 0.0, 0.0], [0.0, 0.0, 0.0], [0.1, 0.0, 0.0], [0.3, 0.2, 0.0], [-0.1, -0.1, 0.0], [0.0, -0.1, 0.0], [0.0, 0.0, -0.1], [0.0, -0.1, 0.0], [0.0, -0.1, 0.0], [0.0, 0.0, 0.0], [-0.1, 0.0, 0.0], [0.0, 0.0, 0.1], [0.0, 0.1, 0.0], [0.0, 0.0, 0.0], [0.0, 0.0, 0.0], [0.0, 0.0, 0.0], [0.0, 0.0, 0.0], [0.0, 0.0, -0.2], [0.0, 0.0, 0.5], [0.1, 0.0, -0.2], [-0.1, 0.0, 0.0], [-0.1, 0.0, -0.1], [0.1, -0.1, 0.1], [0.0, 0.0, -0.1], [0.1, 0.0, 0.0], [-0.2, 0.1, -0.4], [-0.1, 0.0, -0.2], [0.0, 0.0, 0.0], [0.0, 0.0, 0.0], [0.0, 0.0, 0.0], [0.0, 0.0, 0.0]]}

=====

No. 4
{"formula": "C34H22CeF6I2N5OS3Sb", "method": "the ωB97M-V functional and the def2-TZVPD basis", "homo_ev": -7.18, "multiplicity": 1, "max_force_ev_per_a": 2.70, "gap_ev": 5.39, "lumo_ev": -1.78, "elements": ["Ce", "I", "C", "C", "C", "I", "C", "C", "C", "C", "N", "C", "C", "O", "H", "H", "H", "H", "S", "C", "N", "C", "C", "C", "C", "C", "C", "S", "H", "H", "H", "H", "N", "C", "C", "C", "C", "C", "C", "S", "N", "C", "C", "C", "C", "C", "C", "N", "H", "H", "H", "H", "H", "H", "H", "H", "H", "C", "C", "C", "C", "C", "C", "H", "H", "H", "H", "H", "F", "Sb", "F", "F", "F", "F", "F"], "positions_angstrom": [[-0.1730, 0.5229, 0.2147], [-2.7386, -0.2044, 4.5003], [-0.9109, 0.7046, 4.0764], [-0.4847, 1.7391, 4.9209], [0.7468, 2.2991, 4.7650], [1.3056, 3.8410, 6.0658], [1.6283, 1.8137, 3.7790], [2.9639, 2.2382, 3.6037], [3.7443, 1.6469, 2.6550], [3.1931, 0.6539, 1.8281], [1.9447, 0.2682, 1.9158], [1.1678, 0.8071, 2.8941], [-0.1614, 0.2588, 3.0020], [-0.5685, -0.6380, 2.1112], [-1.1440, 2.0841, 5.7048], [3.3592, 3.0252, 4.2313], [4.7742, 1.9477, 2.5115], [3.7841, 0.1771, 1.0575], [-3.2435, -2.2807, 1.2904], [-2.2209, -2.5985, -0.0883], [-1.6960, -1.7048, -0.8692], [-1.1696, -2.3129, -2.0202], [-0.6895, -1.6330, -3.1411], [-0.2210, -2.3723, -4.2122], [-0.2345, -3.7715, -4.1925], [-0.7457, -4.4549, -3.1042], [-1.2295, -3.7083, -2.0336], [-2.0340, -4.2602, -0.6016], [-0.7088, -0.5517, -3.1665], [0.1335, -1.8562, -5.0980], [0.1376, -4.3258, -5.0456], [-0.8053, -5.5371, -3.0989], [2.8204, -1.0418, -3.4762], [3.4953, -0.1821, -4.3740], [3.3829, -0.3924, -5.7366], [4.0608, 0.4220, -6.6373], [4.8594, 1.4486, -6.1720], [4.9692, 1.6624, -4.8001], [4.2892, 0.8561, -3.9051], [4.4165, 1.1786, -2.1648], [3.5362, -0.0592, -1.4546], [2.8799, -0.9194, -2.1068], [2.2169, -2.0116, -1.3316], [2.4759, -3.3122, -1.7391], [2.0682, -4.3733, -0.9477], [1.4065, -4.0997, 0.2298], [1.1179, -2.7800, 0.5259], [1.4926, -1.7427, -0.2272], [2.0834, -1.6099, -3.8541], [2.7497, -1.1981, -6.0992], [3.9619, 0.2448, -7.7018], [5.3896, 2.0903, -6.8664], [5.5773, 2.4752, -4.4141], [3.0300, -3.4824, -2.6535], [2.2771, -5.3930, -1.2478], [1.0978, -4.8872, 0.9050], [0.5677, -2.5209, 1.4247], [-5.2831, 1.4447, -0.3385], [-5.8516, 0.1896, -0.5226], [-5.2270, -0.9357, -0.0093], [-4.0328, -0.7941, 0.6927], [-3.4688, 0.4568, 0.8905], [-4.0989, 1.5760, 0.3673], [-5.7641, 2.3206, -0.7578], [-6.7795, 0.0867, -1.0708], [-5.6532, -1.9215, -0.1498], [-2.5489, 0.5620, 1.4499], [-3.6426, 2.5474, 0.5100], [1.3262, 2.1319, -0.0256], [-0.0680, 2.7346, -1.8552], [1.5858, 3.0240, -2.6676], [-0.9464, 2.1437, 1.3430], [-0.6025, 2.1663, -3.5749], [-1.6897, 1.1467, -1.2089], [0.6070, 0.6558, -1.8604]], "atomic_forces_ev_per_a": [[0.5, -1.4, 2.2], [0.0, 0.0, 0.0], [-0.3, -0.3, -0.2], [-0.1, -0.1, 0.0], [0.1, 0.2, 0.2], [0.0, -0.1, -0.1], [0.2, -0.1, -0.3], [0.0, 0.0, -0.1], [0.1, 0.0, 0.0], [0.0, -0.1, -0.2], [-0.2, 0.3, 0.2], [-0.1, -0.2, 0.2], [0.3, -0.1, 0.9], [0.1, 0.7, -0.4], [0.0, 0.0, 0.0], [0.0, 0.0, 0.0], [0.0, 0.0, 0.0], [0.0, 0.1, -0.1], [0.1, 0.1, 0.1], [-0.1, -0.1, -0.4], [0.3, -0.2, 0.1], [-0.1, 0.2, 0.0], [0.0, 0.1, 0.0], [-0.1, 0.0, 0.0], [0.0, -0.1, 0.1], [0.0, 0.0, 0.0], [0.1, -0.1, 0.1], [-0.1, 0.1, 0.0], [0.0, -0.1, 0.0], [0.0, 0.0, 0.0], [0.0, 0.0, 0.0], [0.0, 0.1, 0.0], [0.1, 0.1, -0.1], [-0.2, -0.2, 0.1], [-0.1, -0.1, -0.1], [0.0, 0.0, -0.1], [0.1, 0.1, 0.1], [0.0, 0.0, 0.0], [0.0, 0.1, 0.2], [0.1, 0.1, -0.1], [0.1, 0.1, 0.5], [-0.2, 0.1, -0.1], [-0.1, -0.2, 0.1], [0.1, -0.1, 0.0], [0.0, 0.0, -0.2], [0.0, -0.1, 0.1], [0.0, 0.3, 0.3], [0.0, 0.1, -0.6], [-0.1, 0.0, 0.0], [0.1, 0.0, 0.0], [0.0, 0.0, 0.1], [0.0, 0.0, 0.1], [0.0, -0.1, -0.1], [0.0, 0.0, 0.1], [0.0, 0.0, 0.0], [0.0, 0.1, 0.0], [0.0, 0.0, -0.1], [0.0, 0.0, 0.0], [0.0, 0.0, 0.0], [0.0, 0.0, 0.1], [0.0, -0.1, -0.1], [-0.2, -0.2, 0.0], [0.0, 0.1, 0.1], [0.0, 0.0, 0.0], [0.0, 0.0, 0.0], [0.0, 0.0, 0.0], [-0.3, 0.0, 0.1], [0.0, 0.0, 0.0], [-0.7, -0.1, -0.3], [0.3, 0.4, -1.0], [1.0, 0.4, -0.2], [0.0, -0.6, -0.8], [-0.6, 0.0, -0.5], [0.2, 0.4, 0.2], [0.0, 0.6, -0.1]]}